This record from the OMol25 dataset describes 3 unconnected molecules or ions with the total composition C4H15NO3 at a distorted geometry. The level of theory is ωB97M-V/def2-TZVPD.

XYZ file:
```
23
Properties=species:S:1:pos:R:3:forces:R:3:mulliken_charge:R:1
O -24.8820 21.1915 -14.8028 -0.1 -0.7 -0.2 2.17
O -24.3767 20.5634 -12.2510 0.1 -0.3 1.0 0.04
O -24.7599 18.4878 -10.4286 0.1 -0.7 0.7 -0.65
N -22.0038 20.5891 -15.3777 0.3 0.4 0.3 -0.80
C -26.3322 21.1417 -14.8552 1.4 0.9 -0.5 -4.16
C -22.0960 22.3880 -16.9331 1.3 -0.2 -1.3 -1.90
C -24.1930 21.5339 -16.0296 -1.5 1.3 1.8 -2.56
C -22.7301 21.8315 -15.7107 -0.4 -1.2 -0.2 0.84
H -22.1698 21.6306 -17.7135 -0.2 0.0 -0.4 0.35
H -23.4736 20.8801 -12.2314 0.3 0.2 0.0 0.28
H -24.6882 22.4519 -16.3460 0.1 0.3 -0.5 0.46
H -26.6773 20.6476 -13.9470 0.0 -0.2 -0.1 0.37
H -24.4056 20.7747 -16.7824 0.6 -0.2 -0.1 0.22
H -22.0184 19.9807 -16.1838 0.0 -0.1 -0.2 0.41
H -22.5036 20.0902 -14.6556 -0.2 -0.1 0.2 0.29
H -26.6599 22.1813 -14.8630 -0.5 0.1 0.0 0.73
H -26.6888 20.6762 -15.7741 -0.1 -0.3 0.1 0.78
H -25.7147 18.4462 -10.3749 -0.2 0.0 -0.1 0.36
H -22.5628 22.5347 -14.8949 -0.7 -0.1 0.2 0.38
H -24.5835 19.2518 -10.9776 0.0 0.5 -0.6 0.36
H -22.4366 23.3285 -17.3661 -0.3 0.0 0.4 0.62
H -24.7780 21.0277 -12.9856 0.0 0.1 -0.7 0.07
H -21.0180 22.4473 -16.7826 0.1 0.3 0.2 0.37
```
Forces are in eV/Å.

Summary:
- relative energy (zero: lowest compared OMol25 entry of this formula, charge and spin) (kcal/mol) = 26.1
- HOMO (spin up / spin down) (eV) = 1.1 / -6.6
- gap between HOMO and LUMO (spin up / spin down) (eV) = 2.55 / 10.22
- <S²> = 0.750
- net charge = -1
- lowest unoccupied orbital energy (spin up / spin down) (eV) = 3.61 / 3.62
- 2S+1 = 2